Molecular formula: C17H17N4O2PdS
Method: DFT, wB97M-V/def2-TZVPD

```
42
Properties=species:S:1:pos:R:3:forces:R:3
C -1.28649 3.31701 0.07332 -0.17 -0.21 0.08
C 0.62554 0.02294 4.32439 0.07 -0.04 0.01
N -2.32881 -1.79129 -2.96269 -0.11 0.07 -0.20
H 4.19475 -0.27360 -0.56170 -0.01 0.01 -0.02
C 0.14452 5.22397 -0.18306 -0.07 0.04 0.01
C 2.69286 -0.10019 0.91250 0.34 -0.08 -0.51
N -0.22984 2.49798 -0.06504 0.35 -0.85 0.08
H -1.76372 1.91132 -3.18244 0.05 -0.02 0.00
H 4.72064 0.60140 0.89518 0.00 -0.01 -0.02
C 2.33075 -0.05169 2.38293 -0.22 0.00 0.04
H 1.43967 -0.04279 6.28386 0.08 0.00 0.00
C 4.13068 -0.24017 0.52098 -0.03 -0.02 0.25
Pd -0.43317 0.41220 -0.11446 -1.81 0.29 -1.46
N -1.59417 0.20658 -2.03654 0.51 0.34 0.67
C 1.01282 3.01978 -0.23073 0.05 0.19 -0.14
H -3.30176 3.37837 0.44122 -0.02 -0.01 0.03
O -0.04567 0.21307 2.11762 -0.06 0.07 -0.08
C 1.63733 -0.03419 5.21898 0.11 -0.01 0.24
H 0.28729 6.29498 -0.24346 -0.02 0.00 0.02
H 3.77727 -0.13464 5.45372 0.01 -0.01 -0.04
C -2.51164 0.17469 -4.23246 -0.01 0.03 0.04
C 0.90534 0.06556 2.85117 0.13 -0.06 0.05
S -1.26099 -1.81063 -0.48448 0.59 0.36 0.33
O 1.83002 -0.02589 0.05992 0.18 -0.07 0.49
H -2.45504 -2.79541 -2.86596 0.00 0.00 0.00
C 2.96120 -0.09240 4.73616 -0.23 0.00 -0.15
H 4.55910 -1.15796 0.93336 0.01 0.02 -0.02
C -1.93543 0.84189 -3.15414 0.08 0.26 0.09
H 2.24629 4.73207 -0.44400 -0.01 0.01 0.00
C -1.11000 4.70871 0.00290 0.03 0.13 0.02
N -2.51618 2.77616 0.26288 0.14 0.05 -0.16
H -2.63138 1.79462 0.44288 -0.04 0.03 0.05
C 1.24377 4.35972 -0.29391 0.03 0.04 -0.01
H -2.79420 0.69625 -5.13440 -0.03 0.02 0.02
H 1.82635 2.31972 -0.34728 -0.08 -0.09 -0.03
H -1.97538 5.34922 0.10975 0.02 0.02 -0.02
C -1.77140 -1.10960 -1.93982 -0.10 -0.41 0.13
H -0.41535 0.05486 4.62895 -0.02 0.03 -0.11
H -3.17858 -1.78172 -4.86591 0.05 -0.07 0.02
H 4.32603 -0.19673 3.04699 0.02 0.00 0.11
C -2.71448 -1.17236 -4.10129 -0.02 -0.02 0.01
C 3.28448 -0.11752 3.32970 0.22 0.00 0.16
```
Forces are in eV/Å.

**Highest occupied orbital energy**: -16.8 eV
**Frontier orbital gap**: 3.410 eV
**Net charge**: +3
**Max |F|**: 2.35 eV/Å